Entry 1:
{
  "formula": "H14O7",
  "method": "the ωB97M-V functional and the def2-TZVPD basis",
  "energy_ev": -14551.54553,
  "relative_energy_kcal_mol": 228.67,
  "multiplicity": 1,
  "charge": 0,
  "homo_energy_ev": -9.77,
  "e_lumo_ev": -0.250,
  "elements": ["O", "H", "H", "O", "H", "H", "O", "H", "H", "O", "H", "H", "O", "H", "H", "O", "H", "H", "O", "H", "H"],
  "xyz": [[1.8922, 1.2171, 1.1576], [2.2741, 0.4031, 0.8293], [1.3495, 1.5356, 0.4363], [2.0415, -1.1287, 0.4074], [2.9853, -1.2286, 0.5318], [1.7931, -1.8678, -0.1479], [-3.2436, 0.4633, -1.1374], [-2.5951, 0.8289, -0.5357], [-4.0831, 0.7881, -0.8117], [-1.6081, 1.3751, -0.3345], [-1.3172, 2.1271, 0.1813], [-1.4657, 1.6381, -1.2437], [0.2211, 0.1100, -0.3942], [0.5170, -0.1151, 0.4878], [-0.6602, 0.4620, -0.2691], [1.7733, -1.6394, 2.3465], [1.8753, -1.3550, 1.4383], [1.0370, -2.2506, 2.3254], [-0.7996, -0.7363, -1.9934], [-1.6104, -0.2331, -2.0680], [-0.3762, -0.3939, -1.2061]]
}

Entry 2:
{
  "formula": "H14O7",
  "method": "the ωB97M-V functional and the def2-TZVPD basis",
  "energy_ev": -14560.20592,
  "relative_energy_kcal_mol": 28.95,
  "multiplicity": 1,
  "charge": 0,
  "homo_energy_ev": -10.60,
  "e_lumo_ev": 0.134,
  "elements": ["O", "H", "H", "O", "H", "H", "O", "H", "H", "O", "H", "H", "O", "H", "H", "O", "H", "H", "O", "H", "H"],
  "xyz": [[-1.8838, 1.3427, 0.1060], [-1.8307, 1.2810, -0.8669], [-2.7589, 1.6979, 0.2960], [0.2318, -3.1974, 1.1091], [0.1508, -2.4580, 0.4810], [1.0066, -2.9768, 1.6374], [-0.3459, 2.4926, 2.6073], [0.5984, 2.4282, 2.7766], [-0.5151, 1.8747, 1.8795], [-1.1967, 1.0782, -2.6143], [-1.8668, 1.3369, -3.2591], [-0.4095, 0.8673, -3.1371], [-0.0738, -0.8976, -0.5269], [0.1149, -0.2596, 0.1768], [-0.7989, -0.5034, -1.0260], [1.4716, -0.5280, 2.2848], [0.7009, -0.6055, 2.8645], [1.8880, 0.3017, 2.5403], [2.0781, -0.7988, -2.5551], [1.9271, -1.6353, -3.0075], [1.5118, -0.8409, -1.7663]]
}

Entry 3:
{
  "formula": "H14O7",
  "method": "the ωB97M-V functional and the def2-TZVPD basis",
  "energy_ev": -14561.04238,
  "relative_energy_kcal_mol": 9.66,
  "multiplicity": 1,
  "charge": 0,
  "homo_energy_ev": -11.21,
  "e_lumo_ev": 0.543,
  "elements": ["H", "H", "H", "H", "H", "H", "H", "H", "H", "H", "H", "H", "H", "H", "O", "O", "O", "O", "O", "O", "O"],
  "xyz": [[1.7901, 0.2665, -1.4096], [2.0757, 0.1657, -2.9038], [1.6869, 2.3541, 1.6558], [1.4116, 0.9840, 2.2342], [1.6804, -0.8032, 0.6195], [2.7021, 0.3060, 0.7405], [-2.5005, 0.1888, 2.2169], [-2.4476, -0.5757, 0.7968], [-3.0041, -1.4969, -1.1084], [-2.0859, -0.3137, -1.4817], [-0.5886, -0.5861, 1.9530], [0.5546, -1.0629, 2.9010], [-0.1427, 0.1607, -2.6560], [-1.4299, 0.5005, -3.6039], [1.4620, 0.6035, -2.2894], [2.1443, 1.6220, 2.1029], [2.4118, -0.3922, 0.1095], [-2.2238, -0.6796, 1.7773], [-2.8005, -0.5686, -0.8460], [0.3913, -0.5363, 2.0914], [-1.0873, -0.1366, -2.9001]]
}

Entry 4:
{
  "formula": "H15N5",
  "method": "the ωB97M-V functional and the def2-TZVPD basis",
  "energy_ev": -7693.44837,
  "relative_energy_kcal_mol": 16.08,
  "multiplicity": 1,
  "charge": 0,
  "homo_energy_ev": -9.34,
  "e_lumo_ev": 0.787,
  "elements": ["N", "H", "H", "H", "N", "H", "H", "H", "N", "H", "H", "H", "N", "H", "H", "H", "N", "H", "H", "H"],
  "xyz": [[1.7059, 0.4845, 1.3558], [2.2745, -0.2615, 1.6158], [2.0015, 1.3543, 1.2361], [1.2643, 0.1191, 0.5159], [1.5198, 2.9179, -1.2624], [1.7772, 2.0939, -0.8049], [2.2260, 3.0276, -2.0113], [0.6206, 2.8577, -1.7034], [-0.4603, -3.4754, 1.8600], [0.1562, -3.8400, 2.5871], [-0.4228, -4.1323, 1.0790], [-1.3815, -3.2564, 2.0774], [-2.1730, 1.9007, -1.3317], [-2.2081, 2.6378, -0.6776], [-2.2147, 2.2263, -2.3163], [-1.6322, 1.1071, -1.1084], [-0.6347, -1.2824, -0.4501], [-1.4292, -0.9484, 0.1280], [0.1134, -1.5548, 0.1933], [-1.1029, -1.9755, -0.9824]]
}

Entry 5:
{
  "formula": "H15O7",
  "method": "the ωB97M-V functional and the def2-TZVPD basis",
  "energy_ev": -14567.91352,
  "relative_energy_kcal_mol": 79.01,
  "multiplicity": 1,
  "charge": 1,
  "homo_energy_ev": -14.04,
  "e_lumo_ev": -3.316,
  "elements": ["O", "H", "H", "H", "O", "H", "H", "O", "H", "H", "O", "H", "H", "O", "H", "H", "O", "H", "H", "O", "H", "H"],
  "xyz": [[12.1780, 1.5970, 46.8460], [12.6840, 1.4700, 47.6720], [12.3290, 2.6040, 46.6310], [12.8340, 1.2900, 46.1630], [14.4250, 1.0610, 45.1870], [14.0230, 1.2400, 44.1870], [15.3220, 1.2170, 44.9630], [11.6470, 2.2690, 44.1690], [10.9880, 2.6580, 43.7060], [11.8680, 1.6600, 43.4150], [12.6950, -1.1940, 46.3510], [12.4650, -1.8310, 47.1940], [11.7340, -0.9040, 46.3360], [13.9000, 3.8790, 43.9150], [13.1530, 3.2250, 44.0060], [14.5780, 4.0230, 44.7030], [13.0030, 1.7110, 49.2980], [13.0440, 0.7630, 49.5240], [13.8050, 2.1030, 49.6650], [11.8850, 4.2670, 46.3750], [12.4360, 4.8350, 46.9690], [11.2070, 4.8460, 45.9630]]
}

Entry 6:
{
  "formula": "H15O7",
  "method": "the ωB97M-V functional and the def2-TZVPD basis",
  "energy_ev": -14567.90045,
  "relative_energy_kcal_mol": 79.31,
  "multiplicity": 1,
  "charge": 1,
  "homo_energy_ev": -13.61,
  "e_lumo_ev": -3.292,
  "elements": ["O", "H", "H", "H", "O", "H", "H", "O", "H", "H", "O", "H", "H", "O", "H", "H", "O", "H", "H", "O", "H", "H"],
  "xyz": [[0.1170, 0.7133, 0.8425], [0.6780, 0.0293, 0.4065], [0.4350, 1.6723, 0.6035], [-0.6790, 0.3123, 0.3405], [2.5310, -0.4287, 0.1475], [3.3010, -0.0307, 0.2205], [2.8310, -1.3757, 0.4145], [1.1160, 3.1463, 0.6535], [0.9750, 3.9053, 0.0225], [2.0760, 3.1163, 0.5845], [-2.1470, -0.0247, -0.6065], [-2.7190, 0.6163, -0.7355], [-2.1100, -0.4937, -1.5485], [0.9320, 0.4973, -2.4485], [1.3960, 1.3923, -2.6635], [1.5570, -0.1807, -2.7355], [-3.4600, -2.1187, 0.5825], [-3.2260, -2.0187, 1.6315], [-2.8640, -1.5417, 0.1005], [-0.1530, -2.0377, 1.2515], [-0.1590, -2.4407, 2.2525], [-0.4290, -2.7087, 0.6825]]
}

Entry 7:
{
  "formula": "H15O7",
  "method": "the ωB97M-V functional and the def2-TZVPD basis",
  "energy_ev": -14568.10679,
  "relative_energy_kcal_mol": 74.56,
  "multiplicity": 1,
  "charge": 1,
  "homo_energy_ev": -14.55,
  "e_lumo_ev": -3.219,
  "elements": ["O", "H", "H", "H", "O", "H", "H", "O", "H", "H", "O", "H", "H", "O", "H", "H", "O", "H", "H", "O", "H", "H"],
  "xyz": [[-0.1168, -0.7704, -0.6571], [-0.9235, -0.2824, -1.0288], [0.7087, -0.1844, -0.6807], [-0.3844, -1.0364, 0.2813], [2.4204, 0.4742, -0.4264], [3.0803, 0.6756, -1.0461], [2.8896, 0.3526, 0.4519], [-2.6636, 0.1844, -1.2237], [-2.6598, 1.1226, -1.2151], [-3.4910, -0.3112, -1.0999], [0.7654, -0.9790, 2.4583], [1.4943, -1.5233, 2.6649], [0.2938, -1.6558, 1.9736], [0.8751, 1.8947, -2.8574], [1.3025, 2.1713, -2.0055], [-0.0538, 2.3301, -3.0354], [-1.1202, -2.5060, 1.1913], [-0.5300, -3.3619, 1.3520], [-1.7297, -2.9079, 1.7868], [-0.0606, 1.6793, 0.9389], [0.7174, 2.1272, 1.3682], [-0.8140, 2.5066, 0.8090]]
}

Entry 8:
{
  "formula": "H16LiO8",
  "method": "the ωB97M-V functional and the def2-TZVPD basis",
  "energy_ev": -16840.05880,
  "relative_energy_kcal_mol": 46.31,
  "multiplicity": 1,
  "charge": 1,
  "homo_energy_ev": -14.18,
  "e_lumo_ev": -3.459,
  "elements": ["Li", "O", "H", "H", "O", "H", "H", "O", "H", "H", "O", "H", "H", "O", "H", "H", "O", "H", "H", "O", "H", "H", "O", "H", "H"],
  "xyz": [[12.5550, 48.9380, 46.5770], [10.3670, 49.1650, 46.4640], [10.1530, 48.3490, 45.9770], [9.6760, 49.5470, 46.8090], [12.6990, 46.8350, 46.9750], [12.4340, 46.3200, 46.1250], [12.0670, 46.6740, 47.7020], [14.9900, 48.1370, 44.1920], [15.0750, 48.6290, 45.0280], [14.9690, 47.2100, 44.3640], [12.8580, 51.2370, 45.9150], [12.5610, 52.1140, 45.7600], [13.5670, 51.3490, 46.5360], [12.6390, 49.5780, 48.4050], [13.4000, 49.2580, 48.8940], [12.4590, 50.3180, 48.8980], [10.2480, 48.2820, 49.3230], [11.0220, 48.9410, 48.8840], [9.4690, 48.3610, 48.8490], [14.7200, 48.8740, 46.5930], [15.4790, 49.4210, 46.5920], [15.0920, 48.1710, 47.0200], [12.2880, 48.3750, 44.4810], [11.9830, 48.7200, 43.6450], [13.0170, 47.9920, 44.1310]]
}

Entry 9:
{
  "formula": "H16NaO9",
  "method": "the ωB97M-V functional and the def2-TZVPD basis",
  "energy_ev": -23102.32750,
  "s_squared": 0.7530,
  "multiplicity": 2,
  "charge": 0,
  "homo_energy_ev": [-8.15, -8.13],
  "e_lumo_ev": [-0.583, -2.546],
  "elements": ["Na", "O", "H", "O", "H", "O", "H", "H", "O", "H", "H", "O", "H", "H", "O", "H", "H", "O", "H", "H", "O", "H", "H", "O", "H", "H"],
  "xyz": [[15.3069, -12.0487, 5.6292], [14.1503, -10.9179, 3.9008], [14.7212, -10.1956, 3.5740], [14.4212, -10.3368, 6.9930], [14.5501, -10.0704, 7.9242], [17.6772, -10.8027, 6.3895], [17.5762, -9.9084, 6.7155], [18.4379, -11.1448, 6.8591], [13.4287, -14.0843, 5.5060], [13.8833, -14.8665, 5.1935], [12.7834, -13.8936, 4.8252], [14.5334, -12.2336, 9.0932], [14.5275, -11.6500, 8.3345], [13.7191, -12.0346, 9.5553], [16.6649, -13.6034, 4.1003], [16.2847, -14.1143, 3.3857], [17.1858, -14.2350, 4.5962], [16.2715, -13.8387, 7.2624], [17.2094, -13.9491, 7.1063], [16.2212, -13.3215, 8.0663], [11.9961, -11.7449, 6.3687], [12.8212, -11.3660, 6.6719], [12.1188, -12.6900, 6.4582], [18.1666, -11.1816, 3.4619], [18.3533, -10.8170, 4.3270], [17.2467, -11.4428, 3.5050]]
}

The records above yield F_max values of 10.2; 0.5; 2.2; 5.7; 5.4; 8.4; 5.0; 8.2; 1.5 eV Å⁻¹, respectively.